49
Properties=species:S:1:pos:R:3:forces:R:3:lowdin_charge:R:1 method="wB97M-V/def2-TZVPD" charge=0 mol_weight_g_mol=395.5 spin_multiplicity=1 gap_ev=8.910 smiles="Cc1ccccc1-n1c(SCC(=O)Nc2c(C)cccc2C)nc(O)cc1=O" e_homo_ha=-0.3143
C -4.434 -1.321 1.559 0.009 -0.063 -0.058 -0.02
C -4.643 -0.279 0.508 0.149 0.026 -0.038 -0.20
C -5.839 0.419 0.404 0.039 -0.014 0.014 -0.03
C -6.031 1.371 -0.581 -0.021 0.037 -0.026 -0.07
C -5.025 1.645 -1.491 0.002 0.063 -0.051 -0.07
C -3.826 0.962 -1.411 0.005 -0.164 0.063 -0.03
C -3.641 0.014 -0.416 -0.556 0.209 -0.110 -0.25
N -2.397 -0.688 -0.364 -0.168 -0.033 -0.108 0.05
C -1.300 -0.082 0.119 0.618 0.038 0.301 -0.54
S -1.545 1.541 0.727 0.047 0.491 0.172 1.07
C 0.131 1.957 1.291 -0.488 -0.429 -0.265 -0.34
C 1.189 1.566 0.258 -0.151 0.384 0.208 -0.57
O 1.025 1.697 -0.930 0.032 0.054 -0.101 0.06
N 2.332 1.138 0.858 0.621 0.012 0.414 0.13
C 3.416 0.485 0.223 0.079 -0.157 -0.230 -0.16
C 3.806 -0.760 0.737 -0.058 0.027 0.011 -0.24
C 3.151 -1.331 1.966 0.069 0.015 0.000 -0.04
C 4.840 -1.445 0.118 0.013 0.040 -0.054 -0.05
C 5.479 -0.908 -0.985 0.049 -0.036 0.008 -0.07
C 5.117 0.341 -1.450 -0.053 -0.048 0.057 -0.04
C 4.095 1.067 -0.849 -0.021 0.017 -0.003 -0.19
C 3.780 2.450 -1.321 -0.094 0.034 -0.170 -0.04
N -0.118 -0.616 0.157 0.036 -0.160 0.089 0.14
C 0.025 -1.840 -0.420 -0.638 0.065 0.007 -0.35
O 1.267 -2.324 -0.492 0.019 -0.153 -0.036 0.11
C -1.032 -2.559 -0.895 0.388 -0.183 -0.036 0.08
C -2.351 -2.018 -0.876 0.333 -0.121 0.037 -0.42
O -3.376 -2.547 -1.250 -0.189 -0.064 -0.082 0.08
H -5.251 -1.316 2.275 -0.022 0.004 0.070 0.08
H -4.385 -2.304 1.090 0.021 -0.070 0.032 0.09
H -3.497 -1.156 2.091 0.038 -0.022 0.080 0.08
H -6.631 0.207 1.107 -0.066 -0.028 0.078 0.11
H -6.972 1.897 -0.641 -0.081 0.047 -0.005 0.10
H -5.173 2.382 -2.265 -0.014 0.068 -0.067 0.10
H -3.031 1.153 -2.115 0.089 0.009 -0.060 0.13
H 0.120 3.041 1.412 -0.004 -0.027 0.009 0.09
H 0.295 1.481 2.257 0.121 0.064 -0.024 0.08
H 2.292 0.986 1.855 -0.184 0.053 -0.173 0.13
H 3.500 -0.804 2.857 -0.036 -0.003 0.110 0.09
H 2.065 -1.257 1.932 -0.076 -0.010 0.038 0.07
H 3.416 -2.379 2.076 -0.009 -0.047 0.053 0.09
H 5.141 -2.408 0.502 0.011 -0.113 0.050 0.11
H 6.274 -1.456 -1.468 0.079 -0.051 -0.050 0.10
H 5.642 0.775 -2.287 0.044 0.066 -0.086 0.11
H 2.847 2.454 -1.884 0.053 0.079 0.014 0.07
H 4.577 2.825 -1.957 0.095 0.049 0.015 0.08
H 3.653 3.122 -0.473 -0.021 0.092 0.025 0.09
H 1.905 -1.641 -0.232 -0.082 0.057 -0.052 0.08
H -0.884 -3.535 -1.323 -0.025 -0.105 -0.068 0.12

---

27
Properties=species:S:1:pos:R:3:forces:R:3:lowdin_charge:R:1 method="wB97M-V/def2-TZVPD" charge=+2 mol_weight_g_mol=452.5 spin_multiplicity=1 gap_ev=6.548 e_homo_ha=-0.5321
O -0.363 0.604 -3.965 0.376 -0.625 4.107 0.12
C -0.257 0.432 -2.833 -0.390 0.717 -4.663 -0.04
Ba 0.004 -0.011 0.078 0.340 -0.050 0.740 1.40
O 3.394 -1.794 -0.437 -3.260 1.772 -0.186 0.13
C 2.386 -1.249 -0.476 4.443 -2.381 -0.043 -0.12
C -2.394 1.257 0.368 -2.945 1.513 0.821 -0.11
O -3.352 1.742 0.718 1.557 -0.775 -0.628 0.15
C -1.298 -2.384 -0.284 -1.533 -2.936 0.002 -0.10
O -1.809 -3.387 -0.202 0.802 1.574 -0.187 0.15
C 1.291 2.410 0.189 1.667 2.930 0.715 -0.13
O 1.839 3.354 0.488 -1.022 -1.755 -0.616 0.14
C 0.733 -3.214 4.116 0.055 -0.557 0.110 -0.02
N 0.022 -2.020 4.550 0.017 0.819 -0.187 -0.12
C -0.997 -2.040 5.530 0.910 0.119 -0.878 0.00
C -1.397 -0.765 5.699 0.702 0.642 -0.783 0.00
N -0.621 0.026 4.821 0.411 -0.543 -0.344 -0.12
C -0.739 1.475 4.737 -0.259 0.418 0.237 -0.03
C 0.273 -0.738 4.090 -2.100 -0.973 2.059 -0.63
Se 1.568 -0.164 2.831 -0.423 -0.183 0.305 0.53
H 0.045 -3.947 3.686 -0.022 0.214 0.047 0.10
H 1.240 -3.698 4.958 -0.089 0.250 -0.082 0.11
H 1.476 -2.946 3.374 0.048 0.115 -0.011 0.05
H -1.314 -2.971 5.994 0.142 0.369 -0.164 0.14
H -2.147 -0.317 6.346 0.308 -0.173 -0.231 0.14
H -1.749 1.772 4.440 0.103 -0.197 0.026 0.10
H -0.530 1.944 5.705 0.041 -0.225 -0.151 0.11
H -0.031 1.858 4.011 0.118 -0.080 -0.015 0.05

---

15
Properties=species:S:1:pos:R:3:forces:R:3:lowdin_charge:R:1 method="wB97M-V/def2-TZVPD" charge=0 mol_weight_g_mol=100.1 spin_multiplicity=1 gap_ev=10.093 smiles="N#C/C=C/CO.N" e_homo_ha=-0.3571
N -2.523 2.431 -0.861 0.878 -0.586 0.346 0.14
C -1.592 1.847 -0.494 -0.691 0.614 -0.359 -0.23
C -0.433 1.144 -0.023 0.179 -0.039 -0.122 -0.13
C 0.637 0.932 -0.791 -0.157 0.036 0.122 -0.06
C 1.824 0.138 -0.319 0.093 0.247 -0.217 -0.25
O 1.392 -0.897 0.551 0.187 -0.083 0.185 -0.08
H -0.500 0.752 0.984 0.009 0.013 -0.161 0.10
H 0.677 1.328 -1.804 -0.028 -0.051 0.180 0.12
H 2.522 0.815 0.201 -0.071 -0.120 -0.110 0.13
H 2.354 -0.280 -1.187 -0.114 0.068 0.131 0.12
H 2.173 -1.314 0.935 -0.129 0.062 -0.038 0.10
N -1.650 -1.453 0.734 -0.010 -0.235 0.002 0.03
H -0.693 -1.641 1.023 -0.156 0.018 0.007 -0.01
H -2.277 -2.011 1.303 0.076 -0.012 -0.025 0.01
H -1.721 -1.801 -0.217 -0.068 0.068 0.061 0.02

---

Across the entries above, LUMO takes the values 0.4, -7.9, 0.4 eV, respectively.